The following is a DFT calculation (ωB97M-V/def2-TZVPD) of C6H20N2Nb as an isolated structure in a non-equilibrium geometry.

Each line ends with the Mulliken charge.
Geometry (Å):
Nb: -1.7442 1.3114 -0.6612  -0.442
N: -1.7712 -2.1102 -0.5204  -0.525
N: 0.2347 0.7334 -0.0895  -0.363
C: 1.2943 1.7465 -0.2971  -0.653
C: 2.7243 1.0684 -0.2681  -0.690
C: -2.7628 -1.6145 0.4562  -0.236
C: 2.6940 -0.4588 -0.4632  -0.488
C: -2.5425 -0.1456 0.8994  -1.150
C: 2.4193 -1.2725 0.8316  -1.008
H: 3.7005 -0.7460 -0.8104  0.385
H: -3.7566 -1.7078 0.0043  0.270
H: 3.2833 1.4797 -1.1251  0.308
H: 0.2683 0.5311 0.9038  0.090
H: 1.1284 2.2572 -1.2406  0.431
H: -1.8109 0.1478 -2.0575  0.039
H: -0.8478 -1.7482 -0.3101  0.154
H: 1.2891 2.4568 0.5412  0.285
H: -1.8607 -0.1186 1.7677  0.247
H: -3.5112 0.2567 1.2344  0.447
H: 2.0259 -0.7146 -1.2852  0.296
H: -1.6927 -3.1099 -0.3834  0.243
H: 2.0954 -0.5920 1.6220  0.289
H: -2.7357 -2.2945 1.3317  0.242
H: -1.7528 2.7314 0.5223  -0.026
H: -1.0386 2.5073 -1.8646  -0.019
H: 3.3043 1.3676 0.6145  0.304
H: 3.2406 -1.9243 1.1308  0.348
H: -3.4321 1.8863 -1.1187  0.061
H: 1.5572 -1.9241 0.6352  0.162

Summary:
Kohn-Sham gap, eV: 7.68
HOMO energy, eV: -4.31
Total energy, eV: -11071.51429
LUMO, Eh: 0.124
Total charge: -1
Energy relative to the best compared isomer or geometry (same formula, charge and spin), kcal per mole: 11.6